Entry 1:
Density functional theory data (ωB97M-V/def2-TZVPD) for a structure of composition C21H26MgN2O2S2.

Results
HOMO energy (alpha / beta) = -2.412 / -4.422 eV
energy = -2072.286517 a.u.
frontier orbital gap (alpha / beta) = 4.8 / 6.8 eV
total charge = -1
⟨S²⟩ = 0.755
energy relative to the best compared isomer or geometry (same formula, charge and spin) = 0.035 eV
multiplicity = 2

XYZ file:
```
54
Properties=species:S:1:pos:R:3:forces:R:3
Mg 0.71590 0.10969 -0.72640 -0.3 0.0 -0.4
C 3.83189 -2.74802 -1.13362 0.0 0.0 0.0
C 3.56940 -1.25159 -1.32361 0.0 0.0 -0.2
C 3.49196 -0.91476 -2.81253 0.0 0.0 0.0
O 2.41723 -0.87926 -0.66806 -0.1 0.0 0.3
H 4.75687 -3.06997 -1.62193 0.0 0.0 0.0
H 2.99394 -3.31556 -1.54571 0.0 0.0 0.0
H 3.90404 -2.98446 -0.06882 0.0 0.0 0.0
H 4.44694 -0.70978 -0.91243 0.0 0.0 0.0
H 2.64571 -1.43974 -3.26357 0.0 0.0 0.0
H 4.40673 -1.20050 -3.34163 0.0 0.0 0.0
H 3.32390 0.15448 -2.94951 0.0 0.0 0.0
N 1.96420 -0.35134 1.79157 0.3 0.0 0.2
C 2.00222 -0.42083 3.12685 -0.1 0.0 -0.1
C 1.53372 0.78786 3.61114 0.0 0.0 0.0
C 1.23280 1.52885 2.45861 0.0 0.0 0.1
N 1.50904 0.83135 1.36554 -0.2 -0.1 -0.1
H 2.28611 -0.96990 1.00602 0.0 0.1 -0.2
H 2.33094 -1.31521 3.62794 0.0 0.0 0.0
H 1.41747 1.08087 4.64005 0.0 0.0 0.0
H 0.82189 2.52205 2.37607 0.0 0.0 0.0
S 0.19584 1.52124 -4.19669 0.1 0.1 0.1
C 0.54007 1.37639 -2.66108 0.0 -0.3 0.0
C -2.86018 -2.71895 2.89809 0.0 0.0 0.0
C -2.17016 -1.48727 2.83696 0.0 0.0 0.0
C -1.49415 -1.13886 1.70045 0.0 0.0 0.0
C -1.44987 -1.98363 0.55669 0.0 0.0 0.0
C -0.70153 -1.58993 -0.60224 0.2 0.2 0.1
C -0.74489 -2.48159 -1.65594 0.0 0.0 0.0
C -1.46574 -3.69810 -1.61928 0.0 0.0 0.0
C -2.15731 -4.06815 -0.50000 0.0 0.0 0.0
C -2.16326 -3.21292 0.62761 0.0 0.0 0.0
C -2.85696 -3.55415 1.81742 0.0 0.0 0.0
H -3.39323 -2.99647 3.80063 0.0 0.0 0.0
H -2.17983 -0.81955 3.69098 0.0 0.0 0.0
H -0.97997 -0.18539 1.64235 0.0 0.0 0.0
H -0.19550 -2.26192 -2.56970 0.0 0.0 0.0
H -1.45928 -4.34938 -2.48850 0.0 0.0 0.0
H -2.70162 -5.00639 -0.45791 0.0 0.0 0.0
H -3.38893 -4.50031 1.85212 0.0 0.0 0.0
O -0.81383 1.68907 -0.19254 0.1 -0.1 0.1
S -0.39682 3.04608 -0.70016 0.1 0.2 0.1
C -1.02945 4.17617 0.60971 -0.1 0.1 -0.1
C -1.90519 5.21577 -0.07816 0.0 0.0 0.0
C -2.69141 4.43268 -1.12867 0.0 0.0 0.0
C -1.66324 3.59851 -1.88193 0.0 0.0 0.0
H -0.18195 4.59466 1.15123 0.0 0.0 0.0
H -1.61479 3.54143 1.27690 0.0 0.0 0.0
H -1.28652 5.97493 -0.56561 0.0 0.0 0.0
H -2.55221 5.73020 0.63480 0.0 0.0 0.0
H -3.25028 5.08124 -1.80523 0.0 0.0 0.0
H -3.40769 3.77377 -0.63236 0.0 0.0 0.0
H -1.13835 4.16586 -2.65205 0.0 0.0 0.0
H -2.04465 2.69074 -2.34385 0.0 0.0 0.0
```
Positions in Å, forces in eV/Å.

Entry 2:
Density functional theory data (ωB97M-V/def2-TZVPD) for a structure of composition C21H26N10O8S2Ti.

Results
HOMO energy (alpha / beta) = -7.923 / -8.348 eV
energy = -3611.210352 a.u.
frontier orbital gap (alpha / beta) = 7.9 / 8.2 eV
total charge = 0
⟨S²⟩ = 2.007
energy relative to the best compared isomer or geometry (same formula, charge and spin) = 0.156 eV
multiplicity = 3

XYZ file:
```
68
Properties=species:S:1:pos:R:3:forces:R:3
Ti 1.17837 -0.29909 2.19362 0.0 0.2 0.2
N 0.53155 3.01719 -4.76755 0.0 0.0 0.0
C 0.45234 2.95604 -3.38436 0.0 0.0 0.0
C -0.30877 1.96078 -2.76272 0.0 0.0 0.0
C -0.43153 1.93729 -1.38766 0.0 0.0 0.0
C 0.19882 2.90353 -0.61593 0.0 0.0 0.0
C 0.95554 3.89875 -1.21826 0.0 0.0 0.0
C 1.07912 3.92416 -2.59494 0.0 0.0 0.0
S 0.02668 2.83828 1.13282 0.0 0.0 0.0
O -1.25285 2.25076 1.42221 0.0 0.0 0.0
O 0.36403 4.12301 1.66772 0.0 0.0 0.0
N 1.11199 1.71063 1.60568 0.0 -0.1 0.0
C 2.45843 1.87578 1.52617 0.0 0.0 0.0
N 3.07350 0.75767 1.99700 0.0 0.0 -0.1
C 4.39612 0.71936 2.00518 0.0 0.0 0.0
C 5.13912 1.79047 1.54790 0.0 0.0 0.0
C 4.41977 2.87396 1.05808 0.0 0.0 0.0
N 3.09481 2.93513 1.03070 0.0 0.0 0.0
H 0.34873 2.15938 -5.26057 0.0 0.0 0.0
H 1.30839 3.53364 -5.14473 0.0 0.0 0.0
H -0.82347 1.22111 -3.36626 0.0 0.0 0.0
H -1.04625 1.19187 -0.89870 0.0 0.0 0.0
H 1.43718 4.64292 -0.59964 0.0 0.0 0.0
H 1.65846 4.70647 -3.07096 0.0 0.0 0.0
H 4.85402 -0.18445 2.38887 0.0 0.0 0.0
H 6.21766 1.78271 1.55965 0.0 0.0 0.0
H 4.93962 3.74009 0.66152 0.0 0.0 0.0
N 1.20325 -3.94759 1.32223 0.0 0.0 0.0
N 1.87673 -4.26459 2.49363 0.0 0.0 0.1
C 1.90870 -3.40169 3.54591 0.0 -0.1 0.0
N 2.23602 -3.92839 4.73758 0.0 0.0 0.0
N 1.64382 -2.13653 3.36218 0.0 -0.1 0.0
N 1.54021 -1.35170 4.54026 0.0 0.1 0.0
O 2.41727 -1.38170 5.43286 0.0 0.0 0.0
O 1.07349 -0.15097 4.11035 0.0 0.0 0.1
H 0.44477 -4.59577 1.15540 0.0 0.0 0.0
H 1.83874 -3.91839 0.53619 0.0 0.0 0.0
H 2.22826 -5.19689 2.64078 0.0 0.0 0.0
H 2.33038 -4.91914 4.85495 0.0 0.0 0.0
H 2.50311 -3.27696 5.46682 0.0 0.0 0.0
C -3.78055 2.81151 -0.66932 0.0 0.0 0.0
C -3.75477 1.33528 -0.94409 0.0 0.0 0.0
C -3.55103 0.41784 0.08178 0.0 0.0 0.0
C -3.50456 -0.94381 -0.17950 0.0 0.0 0.0
C -3.64748 -1.39275 -1.48406 0.0 0.0 0.0
C -3.85458 -0.49573 -2.52681 0.0 0.0 0.0
C -3.91274 0.85817 -2.24756 0.0 0.0 0.0
S -3.46209 -3.10981 -1.84211 0.0 0.0 0.0
O -3.76434 -3.83609 -0.64502 0.0 0.0 0.0
O -4.10733 -3.38544 -3.09113 0.0 0.0 0.0
N -1.85983 -3.35184 -2.13146 0.0 0.0 0.0
C -0.89321 -3.06946 -1.07994 0.0 0.0 0.0
C -0.23566 -1.68942 -1.20293 0.0 0.0 0.0
C 0.32896 -1.23529 0.11266 0.0 -0.1 0.0
O 1.57874 -1.06785 0.27829 0.0 -0.1 -0.1
O -0.44995 -1.00190 1.08011 0.0 0.0 0.0
H -3.74159 3.01594 0.39792 0.0 0.0 0.0
H -4.67606 3.26926 -1.09243 0.0 0.0 0.0
H -2.91438 3.29655 -1.12575 0.0 0.0 0.0
H -3.39931 0.77480 1.09177 0.0 0.0 0.0
H -3.35032 -1.65119 0.62359 0.0 0.0 0.0
H -3.98882 -0.86642 -3.53473 0.0 0.0 0.0
H -4.08265 1.56367 -3.05288 0.0 0.0 0.0
H -1.60285 -3.09347 -3.07435 0.0 0.0 0.0
H -0.13132 -3.85164 -1.09710 0.0 0.0 0.0
H -1.41979 -3.14718 -0.12868 0.0 0.0 0.0
H -1.00103 -0.96486 -1.48475 0.0 0.0 0.0
H 0.55240 -1.68603 -1.95549 0.0 0.0 0.0
```
Positions in Å, forces in eV/Å.

Entry 3:
Density functional theory data (ωB97M-V/def2-TZVPD) for a structure of composition C21H26N2O2S.

Results
HOMO energy = -7.727 eV
energy = -1473.324947 a.u.
frontier orbital gap = 7.5 eV
total charge = 0
energy relative to the best compared isomer or geometry (same formula, charge and spin) = 19.953 eV

XYZ file:
```
52
Properties=species:S:1:pos:R:3:forces:R:3
C -5.82628 -2.78720 0.86325 -5.8 4.5 -9.1
C -5.39470 -1.32685 0.54024 -14.1 -0.9 6.0
C -6.47185 -0.53826 -0.31611 -4.6 -8.5 1.7
C -6.18137 0.78595 -0.59796 -1.2 3.7 -3.4
C -4.83890 0.66965 -1.40526 0.8 8.9 10.6
N -3.88076 0.10835 -0.42901 1.1 0.2 -0.4
C -4.28440 -1.30044 -0.00715 9.5 4.2 -13.4
H -3.42531 -1.59856 0.31058 4.8 -2.9 2.8
H -4.29254 -1.69440 -1.21740 -0.2 -0.1 3.1
C -3.28853 0.90444 0.64733 -5.3 2.5 2.8
C -1.87387 0.95537 0.81971 1.4 -9.3 -8.1
H -1.56861 1.37116 1.59240 2.7 3.4 7.5
H -1.56913 -0.48879 0.80049 -0.5 3.9 0.7
C -1.06404 1.38383 -0.39204 -2.9 0.0 -2.0
N 0.31793 0.99366 -0.52032 -0.1 -0.1 1.8
C 1.18456 1.92364 0.00894 5.1 -17.2 -3.7
O 1.02177 2.97027 0.09755 -3.8 19.1 2.6
C 2.60799 1.42115 0.03472 2.1 7.3 0.8
C 3.84372 2.37450 0.12172 -4.3 -6.8 0.8
C 4.91308 1.59341 0.32271 0.1 -2.2 -2.7
C 4.72004 0.19756 -0.10093 -0.5 6.8 2.5
C 5.76518 -0.60725 0.08294 7.8 -4.3 -2.1
C 5.76199 -1.97149 -0.10166 -4.0 -5.0 1.2
C 6.83099 -2.82686 -0.09522 3.5 -0.9 -4.4
C 8.14601 -2.11630 -0.54990 0.0 -11.0 3.7
C 8.36597 -0.88992 -0.23064 -4.9 0.9 -0.1
C 7.16885 -0.29193 -0.09236 -3.1 9.3 1.8
O 7.38651 1.40066 -0.08189 -1.8 -5.1 0.7
C 6.24058 2.03065 0.58473 3.8 2.4 -5.2
H 6.50059 3.00935 0.08375 -1.4 -0.2 0.5
H 6.48041 2.28377 1.51228 0.8 0.1 4.7
H 9.22081 -0.46725 -0.37922 4.9 3.0 -0.4
H 9.06194 -2.86059 -0.38280 -1.7 1.4 -1.4
H 6.77428 -4.07723 -0.35505 -0.1 4.1 1.1
H 4.74748 -2.59039 -0.13685 1.7 1.7 0.3
S 3.14382 0.01048 -0.21042 -1.7 -7.5 -1.4
H 3.68042 3.33465 0.16306 -0.5 5.1 0.5
H 0.60716 0.06371 -0.19162 -1.0 0.2 -0.4
H -1.54458 0.89600 -1.30883 0.1 1.1 1.2
H -1.29682 2.51093 -0.38181 1.3 -1.4 -0.8
H -3.73466 0.58942 1.76027 0.9 0.4 -2.6
H -3.66303 2.08413 0.72722 0.5 -2.6 -0.9
H -4.65351 1.83241 -1.42488 0.6 -2.3 -1.2
H -4.98147 0.17941 -2.18438 -0.6 -4.2 -7.2
H -7.08314 1.35784 -1.28572 2.5 -1.5 2.0
H -6.03320 1.31321 0.35377 0.0 0.4 -0.5
H -7.50564 -0.77579 0.27914 2.1 1.0 -1.2
H -6.61535 -1.30914 -1.19801 0.2 1.9 0.8
H -5.45960 -0.72248 1.41203 0.4 0.3 1.6
H -5.24123 -3.19376 1.43838 6.4 -4.6 5.8
H -6.80659 -2.83871 1.24061 -1.3 0.1 0.7
H -5.91301 -3.27596 -0.22042 0.5 0.5 2.4
```
Positions in Å, forces in eV/Å.

Entry 4:
Density functional theory data (ωB97M-V/def2-TZVPD) for a cluster of 2 separate species, C21H26N3O7 in total.

Results
HOMO energy = -4.949 eV
energy = -1506.888708 a.u.
frontier orbital gap = 7.0 eV
total charge = -1

XYZ file:
```
57
Properties=species:S:1:pos:R:3:forces:R:3
O -2.96556 0.64663 -2.60966 0.4 -0.3 0.0
O -6.73464 -2.65469 0.13450 0.4 -0.2 -0.4
O -2.18655 -2.90739 -2.55030 0.0 -0.1 0.4
O -7.37698 -1.56547 -1.69576 0.2 0.4 -0.9
N 2.47931 0.14707 0.16645 -0.1 0.0 -0.1
O 3.09029 2.93166 6.80004 -0.3 -0.4 0.0
O 0.21411 -1.48232 -2.18031 0.5 0.1 0.7
O 4.50351 0.90811 2.64680 -0.4 0.0 0.1
C -4.18778 0.57577 -2.60357 0.8 0.5 -0.1
C -6.60731 -2.32962 -1.06447 -0.6 0.1 1.5
C -3.20861 -2.39770 -3.00492 0.3 0.6 0.7
C 2.01408 -0.84378 -0.62198 0.9 -0.1 -0.1
C 3.79606 0.24080 0.42663 -0.2 -1.1 -0.5
C 2.89318 -1.78574 -1.17783 0.0 -0.1 -0.1
C 4.71116 -0.67635 -0.10969 -0.1 0.1 0.1
C 4.26046 -1.70778 -0.92969 -0.6 0.4 0.3
C 5.68918 3.91107 4.42668 -0.5 -0.5 0.0
C 4.84865 3.89915 5.53978 0.3 -0.1 -0.5
C 5.56621 2.91247 3.46048 0.0 0.0 0.1
C 3.88980 2.89527 5.69098 0.9 0.5 -0.5
C 4.60429 1.89939 3.59137 0.4 1.0 0.6
C 3.76093 1.88331 4.72094 -0.4 -0.4 0.1
N -3.33627 -2.32934 -4.33839 -0.9 0.0 -0.7
N -4.86344 -0.54893 -2.40173 -0.5 -1.0 -0.3
C -5.01973 1.81088 -2.84670 -0.1 -0.1 0.1
C 2.70594 0.80484 4.86095 0.2 0.0 0.1
C 0.52064 -0.96154 -0.87048 -0.7 0.1 -0.7
C 4.28532 1.36775 1.30059 -0.3 0.2 -0.2
C -4.45987 -1.81779 -5.12345 0.2 0.1 0.5
C -5.39556 -2.88399 -1.82103 0.3 -0.3 -0.4
C -4.27672 -1.84357 -2.03287 -0.3 0.4 -0.1
H 3.29362 3.72236 7.32088 0.0 -0.3 -0.3
H -0.71987 -1.79749 -2.23502 0.6 0.1 0.3
H 2.48802 -2.57180 -1.80707 0.0 0.2 0.0
H 5.76454 -0.58245 0.12633 0.0 0.1 0.0
H 4.94563 -2.43329 -1.35875 -0.1 0.1 0.1
H 6.43641 4.69163 4.31279 -0.1 -0.1 0.0
H 4.94788 4.67899 6.28656 -0.1 0.0 0.1
H 6.23521 2.91639 2.60796 -0.1 -0.1 0.0
H -2.54041 -2.68492 -4.84290 0.0 0.0 0.1
H -5.88053 -0.50630 -2.36077 -0.3 -0.3 0.1
H -5.65121 1.64816 -3.71704 -0.2 0.1 0.0
H -5.64277 1.99120 -1.97233 -0.2 0.1 -0.1
H -4.35721 2.65754 -3.01408 0.0 -0.1 0.0
H 1.83987 1.04929 4.23864 0.0 -0.1 0.0
H 2.37121 0.70104 5.89680 0.0 0.2 -0.2
H 3.09945 -0.16451 4.54129 -0.1 0.2 -0.1
H 0.05474 0.02258 -0.75627 0.2 0.0 0.1
H 0.09497 -1.62193 -0.10905 0.0 0.0 0.1
H 3.53590 2.16624 1.29349 0.0 -0.1 0.1
H 5.20963 1.77075 0.87887 0.1 -0.1 0.1
H -4.44180 -2.25461 -6.12226 0.1 0.0 0.1
H -5.40901 -2.07040 -4.64821 0.1 0.1 -0.1
H -4.38511 -0.73236 -5.20508 -0.1 0.0 -0.1
H -4.98062 -3.73637 -1.27948 0.1 0.2 0.0
H -5.73941 -3.25061 -2.78876 -0.1 0.0 -0.1
H -3.78321 -1.70722 -1.06988 0.3 -0.1 -0.1
```
Positions in Å, forces in eV/Å.

no.,strongest force on any atom (eV Å⁻¹)
1,0.517
2,0.254
3,19.678
4,1.587